(one)
ORCA calculation (ωB97M-V/def2-TZVPD) on the molecule C6H13P.

Each line ends with the Löwdin charge.
Element x y z (Å)
C (0.17, -0.33, 3.02)  -0.1743
C (0.30, 0.03, 1.61)  -0.6786
C (0.96, 1.26, 1.21)  -0.1527
P (-0.27, -1.06, 0.36)  0.9997
C (-0.33, -0.17, -1.29)  -0.6551
C (0.87, -0.40, -2.21)  -0.1337
C (-1.78, -0.45, -1.93)  -0.1162
H (0.95, 0.10, 3.63)  0.0600
H (0.15, -1.52, 3.03)  0.1028
H (-0.89, -0.04, 3.33)  0.0952
H (0.31, 2.20, 1.25)  0.1137
H (1.26, 1.11, 0.18)  0.0380
H (1.72, 1.35, 2.01)  0.0860
H (-0.57, 0.83, -1.03)  0.0542
H (0.88, -1.51, -2.31)  0.0848
H (1.83, -0.10, -1.72)  0.0723
H (0.72, 0.24, -3.06)  0.0648
H (-1.68, -0.56, -2.97)  0.0448
H (-2.27, -1.35, -1.47)  0.0586
H (-2.33, 0.38, -1.64)  0.0356

Its SMILES is CC(C)=PC(C)C. The calculation puts the HOMO-LUMO gap at 8.66 eV. Its highest occupied orbital energy is -0.29806 hartree.

***

(two)
ORCA calculation (ωB97M-V/def2-TZVPD) on the molecule C6H13P.

Each line ends with the Löwdin charge.
Element x y z (Å)
C (0.02, 0.01, -1.14)  -0.2580
C (1.13, -0.54, -0.31)  -0.3363
C (-1.24, 0.53, -0.36)  -0.5070
C (2.05, 0.31, 0.45)  -0.0960
C (0.84, -1.91, 0.11)  -0.1328
C (-1.15, 1.92, 0.21)  -0.1433
P (-2.20, -0.81, 0.29)  0.8724
H (0.21, 0.75, -1.93)  0.1167
H (-0.38, -0.82, -1.65)  0.0516
H (2.33, 1.15, -0.26)  0.0896
H (3.02, -0.18, 0.67)  0.0798
H (1.60, 0.75, 1.45)  0.1141
H (0.29, -2.49, -0.73)  0.1095
H (0.22, -2.14, 0.94)  0.0325
H (1.74, -2.42, 0.27)  0.0533
H (-2.12, 2.45, 0.21)  0.0712
H (-0.44, 2.53, -0.30)  0.0548
H (-0.88, 1.83, 1.30)  0.0848
H (-2.87, -1.03, -0.75)  -0.1677
H (-3.14, 0.02, 0.95)  -0.0891

The calculation puts the HOMO-LUMO gap (alpha / beta) at 7.79 / 7.84 eV. Its highest occupied orbital energy (alpha / beta) is -0.26671 / -0.26356 hartree.

***

Sorted by energy, starting with the most stable: (one), (two).

***

(one)
ORCA calculation (ωB97M-V/def2-TZVPD) on the ion C4H5N2S with charge +1.

Each line ends with the Löwdin charge.
Element x y z (Å)
C (-1.35, 0.68, -0.22)  -0.0819
C (-1.68, 1.15, -1.48)  -0.3137
C (0.36, -0.14, -1.56)  -0.3231
C (0.80, 0.19, 1.88)  0.0029
N (0.85, -0.43, 0.81)  0.1349
N (-0.14, 0.06, -0.37)  -0.1359
S (-0.53, 0.73, -2.73)  1.1384
H (-1.79, 0.73, 0.77)  0.1385
H (-2.37, 1.99, -1.82)  0.1154
H (1.18, -0.74, -1.83)  0.0998
H (1.66, -0.15, 2.46)  0.1097
H (0.17, 0.80, 2.53)  0.1149

The total charge is +1. The calculation puts the HOMO-LUMO gap at 10.47 eV. Its highest occupied orbital energy is -0.54599 hartree.

***

(two)
ORCA calculation (ωB97M-V/def2-TZVPD) on the ion C4H5N2S with charge +1.

Each line ends with the Löwdin charge.
Element x y z (Å)
C (2.43, 1.86, 0.08)  0.1062
N (2.13, 0.64, 0.30)  -0.0139
C (1.24, -0.27, -0.14)  -0.7225
S (2.02, -1.67, -0.83)  0.7151
N (-0.12, -0.46, 0.23)  0.2257
C (-1.22, -0.81, 0.15)  0.0482
C (-2.62, -0.97, 0.08)  0.0414
H (3.13, 2.35, 0.68)  0.0791
H (1.91, 2.29, -0.83)  0.1292
H (-2.98, -1.48, -0.90)  0.1822
H (-2.91, -1.48, 0.94)  0.0981
H (-3.00, 0.01, 0.24)  0.1111

The total charge is +1. Its SMILES is C=NC(=S)[N+]#CC. The calculation puts the HOMO-LUMO gap at 7.26 eV. Its highest occupied orbital energy is -0.47667 hartree.

***

Sorted by energy, starting with the most stable: (one), (two).

***

(one)
ORCA calculation (ωB97M-V/def2-TZVPD) on the molecule C4H6N4.

Each line ends with the Löwdin charge.
Element x y z (Å)
C (-1.38, 0.94, -0.24)  -0.1124
C (-1.61, -0.40, -0.06)  -0.2047
N (-1.03, -1.63, 0.17)  0.0178
N (0.42, -1.71, 0.09)  -0.0491
C (1.63, -1.00, -0.10)  -0.2531
N (1.90, 0.18, -0.19)  0.0530
N (1.08, 1.30, 0.19)  0.0326
C (-0.24, 1.62, 0.01)  -0.0923
H (-2.37, 1.28, 0.00)  0.0976
H (-2.67, -0.88, -0.04)  0.1201
H (0.54, -2.66, -0.31)  0.1082
H (2.42, -1.77, -0.05)  0.1239
H (1.47, 2.16, 0.43)  0.1080
H (-0.15, 2.56, 0.09)  0.0504

Its SMILES is c1cn[nH]cn[nH]c1. The calculation puts the HOMO-LUMO gap at 8.98 eV. Its highest occupied orbital energy is -0.30389 hartree.

***

(two)
ORCA calculation (ωB97M-V/def2-TZVPD) on a cluster of 2 separate species, C4H6N4 in total.

Each line ends with the Löwdin charge.
Element x y z (Å)
C (-1.08, -0.73, -1.72)  -0.2019
C (0.57, -0.75, -1.56)  0.0043
C (0.67, 0.00, -0.15)  -0.2953
C (1.51, 0.08, 0.95)  -0.1095
H (-1.48, -1.67, -1.49)  0.0801
H (-1.18, -0.45, -2.82)  0.1329
H (1.33, -0.26, -2.22)  0.1196
H (0.70, -1.77, -1.53)  0.0546
H (2.57, -0.07, 1.21)  0.0935
H (-2.58, 0.80, -0.43)  0.3027
N (0.79, 0.43, 2.07)  -0.0113
N (-0.39, 0.72, 1.62)  0.0260
N (-0.41, 0.25, 0.29)  -0.1392
N (-1.34, 0.28, -0.81)  -0.0564

The calculation puts the HOMO-LUMO gap at 9.06 eV. Its highest occupied orbital energy is -0.31700 hartree.

***

Sorted by energy, starting with the most stable: (one), (two).

***

(one)
ORCA calculation (ωB97M-V/def2-TZVPD) on a cluster of 2 separate species, C4H6N4 in total.

Each line ends with the Löwdin charge.
Element x y z (Å)
C (1.46, -2.13, -1.05)  -0.1173
C (1.05, 0.31, 0.69)  -0.1651
C (-0.32, -0.39, 0.83)  -0.0887
C (-1.84, 2.24, -0.19)  -0.0795
H (1.80, -3.30, -1.30)  0.0837
H (0.44, -1.44, -1.90)  0.1948
H (1.15, 1.34, 0.65)  0.0714
H (-0.46, -1.51, 0.80)  0.0930
H (-2.35, 1.84, -1.23)  0.1101
H (-2.11, 3.41, 0.34)  0.1431
N (2.06, -1.88, 0.23)  -0.0445
N (2.06, -0.37, 0.31)  -0.0378
N (-1.46, 0.33, 1.03)  0.0051
N (-1.47, 1.55, 0.79)  -0.1685

The calculation puts the HOMO-LUMO gap at 8.75 eV. Its highest occupied orbital energy is -0.32663 hartree.

***

(two)
ORCA calculation (ωB97M-V/def2-TZVPD) on the molecule C4H6N4.

Each line ends with the Löwdin charge.
Element x y z (Å)
N (1.36, 1.24, -0.10)  0.0550
C (0.06, 0.76, -0.05)  -0.2802
C (-1.15, 1.35, 0.08)  -0.0910
N (-2.32, 0.62, 0.19)  -0.0140
N (-2.25, -0.62, -0.08)  -0.0519
C (-1.11, -1.35, -0.21)  -0.0815
C (0.10, -0.69, -0.01)  -0.2729
N (1.30, -1.35, 0.12)  0.0904
H (2.16, 0.66, -0.47)  0.1022
H (1.51, 2.33, -0.19)  0.1545
H (-1.26, 2.42, 0.05)  0.0994
H (-1.43, -2.32, -0.48)  0.0981
H (2.01, -0.80, 0.54)  0.0575
H (1.01, -2.24, 0.61)  0.1343

Its SMILES is Nc1cnncc1N. The calculation puts the HOMO-LUMO gap at 9.02 eV. Its highest occupied orbital energy is -0.30700 hartree.

***

(three)
ORCA calculation (ωB97M-V/def2-TZVPD) on the molecule C4H6N4.

Each line ends with the Löwdin charge.
Element x y z (Å)
C (-0.69, -1.54, 0.35)  -0.1702
C (0.26, -1.45, -0.65)  -0.0779
N (0.98, -0.42, -1.37)  -0.0378
N (0.86, 0.95, -1.38)  0.0273
C (0.59, 1.60, -0.30)  -0.1135
C (0.26, 0.94, 1.04)  -0.2361
N (-1.12, 0.64, 1.23)  -0.0103
N (-1.44, -0.60, 1.09)  -0.0202
H (-1.06, -2.52, 0.77)  0.1118
H (0.64, -2.41, -0.97)  0.1024
H (1.16, -0.74, -2.29)  0.1040
H (0.41, 2.61, -0.37)  0.0749
H (0.48, 1.66, 1.88)  0.1192
H (0.86, 0.01, 1.28)  0.1265

Its SMILES is C1=C\N/N=C\C\N=N/1. The calculation puts the HOMO-LUMO gap at 7.75 eV. Its highest occupied orbital energy is -0.30006 hartree.

***

(four)
ORCA calculation (ωB97M-V/def2-TZVPD) on the molecule C4H6N4.

Each line ends with the Löwdin charge.
Element x y z (Å)
H (-2.56, 0.59, 0.99)  0.0345
N (-2.07, -0.25, 0.71)  0.0975
C (-0.81, 0.01, 0.41)  -0.3429
N (-0.13, 1.14, 0.90)  0.0452
N (0.97, 1.58, 0.04)  -0.0067
C (1.68, 0.65, -0.64)  -0.2027
N (1.34, -0.58, -0.97)  0.0860
C (0.09, -0.98, -0.47)  -0.3301
C (-0.47, -2.16, -0.44)  0.0368
H (-0.86, 1.89, 0.67)  0.1553
H (1.54, 2.41, 0.39)  0.1666
H (2.63, 0.96, -0.91)  0.0951
H (-1.48, -2.26, 0.16)  0.0993
H (0.12, -3.00, -0.82)  0.0662

Its SMILES is [H]/N=C1\NNC=NC1=C. The calculation puts the HOMO-LUMO gap at 9.04 eV. Its highest occupied orbital energy is -0.31138 hartree.

***

Sorted by energy, starting with the most stable: (two), (four), (three), (one).

***

(one)
ORCA calculation (ωB97M-V/def2-TZVPD) on the molecule C4H6N4.

Each line ends with the Löwdin charge.
Element x y z (Å)
H (1.46, 2.01, 0.25)  -0.0048
N (0.47, 2.04, 0.01)  0.0930
C (-0.19, 0.90, 0.02)  -0.3702
C (-1.68, 0.76, -0.06)  -0.0272
C (-2.06, -0.55, -0.05)  -0.1177
N (-0.93, -1.28, -0.03)  0.0358
N (0.19, -0.42, 0.09)  -0.0990
N (1.39, -1.03, 0.00)  0.0422
C (2.47, -0.38, -0.05)  -0.0130
H (-2.32, 1.63, -0.16)  0.0962
H (-3.14, -0.93, 0.02)  0.1478
H (-0.90, -2.08, 0.51)  0.1221
H (3.27, -0.91, -0.45)  0.0466
H (2.60, 0.67, 0.19)  0.0481

Its SMILES is [H]/N=c1/cc[nH]n1N=C. The calculation puts the HOMO-LUMO gap at 8.88 eV. Its highest occupied orbital energy is -0.29451 hartree.

***

(two)
ORCA calculation (ωB97M-V/def2-TZVPD) on a structure of composition C4H6N4.

Each line ends with the Löwdin charge.
Element x y z (Å)
C (1.69, -0.37, 1.09)  -0.2682
C (1.28, -0.34, -0.52)  -0.0834
C (-0.20, -0.03, -0.30)  -0.4216
C (-2.32, 0.20, -0.51)  -0.1510
H (0.47, -0.52, 1.62)  0.1662
H (2.50, -0.83, 1.83)  0.1214
H (1.26, 1.55, 0.70)  0.1730
H (1.57, -0.92, -1.31)  0.0735
H (-3.42, 0.10, -0.82)  0.1198
H (-1.23, -1.28, -1.73)  0.1891
N (2.07, 0.73, 0.37)  -0.0409
N (-0.51, 1.18, 0.16)  -0.0124
N (-1.90, 1.29, 0.20)  0.0258
N (-1.26, -0.78, -0.78)  0.1087

The calculation puts the HOMO-LUMO gap at 9.63 eV. Its highest occupied orbital energy is -0.33534 hartree.

***

Sorted by energy, starting with the most stable: (one), (two).